# 1
Here is C39H31AsAuF5I2N2O as an isolated structure in a non-equilibrium geometry from OMol25. Energies are from ωB97M-V/def2-TZVPD.

Calculated values
- Orbital gap: 5.1843 eV
- Charge: -2
- E_LUMO: 0.12806 Ha
- DFT total energy: -5155.72829 Eh

Last column: Mulliken charge in e.
Atoms and positions in Å:
Au: -0.1230 0.4591 -0.1699  0.47
I: 4.6760 -1.3380 -2.1566  -0.06
C: 2.8226 -2.3360 -2.1993  -0.52
C: 2.6772 -3.4825 -2.9599  -0.41
C: 1.4697 -4.1422 -2.9850  -0.16
I: 1.3392 -5.9139 -4.1516  -0.08
C: 0.3525 -3.6556 -2.2786  0.52
C: -0.9307 -4.2430 -2.2768  -0.68
C: -1.9532 -3.6668 -1.5725  -1.04
C: -1.7053 -2.4874 -0.8585  -0.20
N: -0.5233 -1.9224 -0.8322  0.09
C: 0.5057 -2.4627 -1.5080  0.27
C: 1.7926 -1.7590 -1.4096  0.72
O: 1.9568 -0.7446 -0.6966  -0.59
H: 3.5123 -3.8578 -3.5359  0.31
H: -1.1043 -5.1506 -2.8405  0.15
H: -2.9411 -4.1096 -1.5712  0.41
H: -2.4908 -1.9942 -0.2952  0.34
C: 3.7424 4.7232 6.0931  -1.56
C: 3.2027 3.5731 5.2819  0.85
C: 3.7828 2.3134 5.3195  -0.98
C: 3.2518 1.2542 4.5943  1.11
C: 3.9660 -0.0737 4.6152  -1.78
C: 2.0841 1.4187 3.8296  -0.66
As: 1.4929 -0.1846 2.7556  1.38
N: -0.1691 0.0266 2.0804  -0.20
C: -1.2960 0.3555 2.7651  0.35
C: -2.5559 0.3090 2.1149  -0.32
C: -3.7241 0.6640 2.7564  -0.72
C: -3.7196 1.0806 4.0878  -0.81
C: -2.5007 1.1228 4.7514  -0.98
C: -1.3231 0.7653 4.1184  0.68
C: 0.9837 -1.5959 4.1358  0.20
C: 0.7011 -1.5087 5.5032  2.17
C: 0.8297 -0.2500 6.3283  -1.90
C: 0.2670 -2.6359 6.2092  -1.05
C: 0.0993 -3.8635 5.6041  0.84
C: -0.4066 -5.0624 6.3638  -1.62
C: 0.4029 -3.9598 4.2505  -1.07
C: 0.8367 -2.8652 3.5183  0.39
C: 1.1465 -3.0863 2.0580  -1.59
C: 1.5668 2.7191 3.6878  1.02
C: 0.4580 3.0842 2.7339  -1.71
C: 2.1191 3.7579 4.4371  -0.87
H: 4.5988 4.4134 6.6937  0.34
H: 2.9772 5.1165 6.7660  0.31
H: 4.0565 5.5414 5.4410  0.33
H: 4.6708 2.1527 5.9253  0.22
H: 4.8303 -0.0382 5.2801  0.41
H: 4.3110 -0.3208 3.6075  0.37
H: 3.3106 -0.8868 4.9337  0.25
H: -2.5699 0.0167 1.0716  0.05
H: -4.6609 0.6224 2.2098  0.41
H: -4.6367 1.3767 4.5834  0.35
H: -2.4622 1.4559 5.7849  0.36
H: -0.3874 0.8371 4.6579  0.18
H: 1.0795 0.6180 5.7317  -0.08
H: 1.6083 -0.3758 7.0870  0.50
H: -0.1080 -0.0467 6.8512  0.45
H: 0.0502 -2.5325 7.2700  0.25
H: -0.5741 -4.8196 7.4138  0.35
H: 0.3057 -5.8892 6.3111  0.33
H: -1.3502 -5.4092 5.9366  0.32
H: 0.2967 -4.9198 3.7534  0.31
H: 0.9625 -4.1242 1.7746  0.40
H: 2.1867 -2.8395 1.8349  0.43
H: 0.5296 -2.4397 1.4337  -0.03
H: 0.3742 2.3728 1.9176  -0.19
H: 0.6554 4.0671 2.3025  0.62
H: -0.5106 3.1220 3.2376  0.29
H: 1.6845 4.7499 4.3447  0.43
F: 0.8685 3.5040 -0.9383  -0.35
C: -0.4362 3.3259 -1.2534  0.88
C: -1.0026 2.0614 -1.1738  -1.36
C: -2.3385 2.0297 -1.5477  0.92
F: -3.0135 0.8504 -1.5419  -0.33
C: -3.0659 3.1344 -1.9524  -0.20
F: -4.3640 3.0342 -2.3111  -0.34
C: -2.4501 4.3698 -2.0063  0.89
F: -3.1324 5.4585 -2.4126  -0.35
C: -1.1170 4.4625 -1.6549  -0.04
F: -0.5034 5.6633 -1.7217  -0.34

# 2
Here is a 3-piece molecular cluster, C3H12NO4 overall in a non-equilibrium geometry from OMol25. Energies are from ωB97M-V/def2-TZVPD.

Calculated values
- Orbital gap: 11.0440 eV
- Charge: +1
- E_LUMO: -0.13187 Ha
- DFT total energy: -476.95647 Eh

Last column: Mulliken charge in e.
Atoms and positions in Å:
O: 1.0296 -2.5104 -1.3798  -0.41
C: 1.3735 -1.3682 -1.4585  -0.19
C: 0.4139 -0.2271 -1.1313  0.35
C: 1.1926 1.0211 -0.7476  -0.89
O: 1.7102 0.7374 0.5623  -0.53
N: -0.4278 -0.6420 0.0402  -0.27
H: 2.3952 -1.1022 -1.7725  0.35
H: -0.2110 -0.0620 -2.0073  0.39
H: 0.5219 1.8600 -0.5567  0.36
H: 1.9075 1.2219 -1.5420  0.49
H: 2.6712 0.6128 0.5484  0.32
H: -1.3744 -0.9441 -0.1983  0.32
H: 0.0908 -1.3550 0.5511  0.38
H: -0.4837 0.1512 0.7004  0.29
H: -1.0189 2.7168 2.2543  0.32
H: 0.5038 2.4449 2.2060  0.32
O: -0.2556 2.6852 1.6647  -0.62
H: -4.2950 -0.0537 2.0618  0.33
H: -4.3994 -1.2954 1.2074  0.33
O: -3.8915 -0.4791 1.2865  -0.64